[1]
This record from the Open Molecules 2025 dataset describes a structure of composition C3H5NO. The level of theory is ωB97M-V/def2-TZVPD.

```
10
Properties=species:S:1:pos:R:3:forces:R:3:lowdin_charge:R:1
O 2.391 0.073 0.996 -0.676 0.021 -0.173 0.11
C 1.242 0.108 0.682 0.700 -0.006 0.211 -0.38
C 0.234 1.268 0.409 0.076 0.167 0.005 -0.08
N -0.641 0.123 0.133 -0.118 -0.361 -0.043 -0.03
C 0.123 -0.940 0.345 -0.098 0.451 0.000 0.03
H -0.060 1.873 1.272 0.054 -0.106 -0.113 0.11
H 0.447 1.904 -0.456 -0.018 -0.104 0.122 0.11
H -1.610 0.122 -0.168 0.128 -0.019 0.048 0.13
H -0.929 -2.346 -1.512 -0.070 -0.058 -0.088 -0.03
H -1.335 -2.509 -2.118 0.022 0.014 0.032 0.02
```
Positions in Å, forces in eV/Å.

M = 71.1 g mol⁻¹
gap between HOMO and LUMO = 0.3208 Ha
highest occupied orbital energy = -8.830 eV
calculated total energy = -247.1532 hartree
lowest unoccupied orbital energy = -0.10 eV


[2]
This record from the Open Molecules 2025 dataset describes a structure of composition C3H4FMnO2. The level of theory is ωB97M-V/def2-TZVPD.

```
11
Properties=species:S:1:pos:R:3:forces:R:3:lowdin_charge:R:1
O 1.112 -0.674 0.883 1.047 0.030 -0.705 0.02
Mn 1.687 1.536 -1.091 -1.263 -0.335 -1.503 1.48
C 1.840 0.353 0.680 -1.016 0.460 2.068 -0.18
C -0.281 -0.676 0.948 -0.434 0.093 0.336 0.13
H -0.655 0.302 1.251 -0.296 -0.493 0.132 0.12
H -0.639 -1.646 1.285 -0.136 0.250 -0.155 0.14
F 2.119 0.958 1.799 0.396 -0.513 -1.016 0.20
C -1.220 -0.123 -1.269 -1.348 1.656 -3.239 -0.06
O -0.458 0.698 -1.864 1.998 -0.310 2.213 -0.13
H -2.106 0.329 -0.788 0.515 -0.424 0.860 0.13
H -1.399 -1.057 -1.833 0.538 -0.415 1.010 0.14
```
Positions in Å, forces in eV/Å.

M = 146.0 g mol⁻¹
gap between HOMO and LUMO (spin up / spin down) = 0.2559 / 0.2747 Ha
spin multiplicity = 7
highest occupied orbital energy (spin up / spin down) = -18.378 / -19.418 eV
calculated total energy = -1517.1173 hartree
lowest unoccupied orbital energy (spin up / spin down) = -11.41 / -11.94 eV
charge = +2


[3]
This record from the Open Molecules 2025 dataset describes a cluster of 2 separate species, CH5NO2S in total. The level of theory is ωB97M-V/def2-TZVPD.

```
10
Properties=species:S:1:pos:R:3:forces:R:3:lowdin_charge:R:1
C -1.808 1.254 -0.045 0.041 -0.048 -4.899 -0.29
N 0.784 -1.021 -0.694 0.684 -0.268 -0.498 -0.04
O -1.474 -1.166 1.048 0.268 -1.082 0.477 -0.48
O -2.915 0.412 -0.315 -0.381 -0.697 -0.019 -0.41
S -1.550 -0.609 -0.280 -1.616 3.894 0.777 0.96
H -1.640 1.999 -0.987 0.044 -1.794 2.239 0.12
H -1.897 1.791 0.855 0.510 0.053 1.493 0.05
H 0.793 -1.543 -1.551 -0.451 -0.459 -0.582 0.03
H 1.686 -0.605 -0.739 0.866 0.819 0.400 0.03
H 0.826 -1.707 0.034 0.034 -0.417 0.611 0.03
```
Positions in Å, forces in eV/Å.

M = 95.1 g mol⁻¹
gap between HOMO and LUMO = 0.3646 Ha
highest occupied orbital energy = -9.358 eV
calculated total energy = -644.4245 hartree
lowest unoccupied orbital energy = 0.56 eV


[4]
This record from the Open Molecules 2025 dataset describes a structure of composition C56H65B2CrN4O8P. The level of theory is ωB97M-V/def2-TZVPD.

```
137
Properties=species:S:1:pos:R:3:forces:R:3:lowdin_charge:R:1
Cr 0.218 0.261 -0.064 0.238 1.194 0.115 0.66
O 2.227 1.700 3.221 0.209 0.025 0.088 0.05
C 1.304 1.366 2.506 -0.329 -0.137 -0.331 -0.69
O 1.407 0.959 1.276 0.737 0.430 0.496 -0.21
C -0.139 1.474 3.019 -0.029 0.055 -0.287 -0.22
P -1.184 2.126 1.638 -0.092 -0.237 0.454 1.12
C -2.884 1.842 2.255 -0.053 -0.107 -0.188 -0.37
C -3.244 1.914 3.600 -0.068 0.010 0.005 -0.09
C -4.538 1.609 3.998 0.022 0.007 0.004 -0.09
C -5.491 1.235 3.056 0.087 0.009 0.014 -0.10
C -5.146 1.164 1.715 0.049 0.017 -0.062 -0.08
C -3.846 1.461 1.318 0.058 0.012 0.025 -0.08
C -0.964 3.929 1.906 0.041 0.109 -0.330 -0.33
C -2.045 4.801 2.043 -0.002 -0.045 0.009 -0.09
C -1.842 6.172 2.145 0.007 0.019 -0.007 -0.10
C -0.557 6.694 2.104 0.033 -0.098 -0.016 -0.10
C 0.528 5.836 1.958 -0.013 -0.006 -0.010 -0.08
C 0.328 4.466 1.852 -0.023 -0.031 0.026 -0.08
H -0.161 2.081 3.917 -0.037 0.067 0.115 0.09
H -0.505 0.470 3.247 0.029 -0.031 0.030 0.09
H -2.510 2.212 4.340 -0.015 -0.031 -0.008 0.11
H -4.804 1.656 5.048 0.011 0.008 -0.042 0.10
H -6.498 0.991 3.371 0.012 0.005 0.002 0.10
H -5.881 0.864 0.976 0.060 0.018 0.041 0.10
H -3.559 1.386 0.272 -0.054 -0.043 0.058 0.10
H -3.053 4.401 2.078 0.039 0.045 -0.014 0.10
H -2.691 6.838 2.254 0.031 -0.067 0.002 0.10
H -0.399 7.762 2.183 0.002 0.002 0.001 0.10
H 1.537 6.236 1.920 -0.090 -0.058 0.011 0.10
H 1.185 3.810 1.732 -0.049 0.054 0.005 0.10
C -1.126 4.974 -2.285 -0.215 0.024 0.105 0.00
C -1.659 3.620 -2.615 -0.183 0.166 0.124 -0.37
N -1.367 2.503 -1.995 0.039 -0.096 0.233 0.19
C -2.114 1.524 -2.591 0.232 -0.177 0.234 -0.12
C -2.883 2.068 -3.591 -0.080 -0.300 -0.181 -0.10
N -2.576 3.394 -3.584 0.033 0.400 -0.011 0.17
C -3.820 1.590 -4.642 0.277 0.525 0.265 -0.51
O -4.166 0.335 -4.624 0.233 -0.908 0.551 0.13
O -4.233 2.382 -5.463 -0.106 0.141 -0.180 0.07
C -1.996 0.095 -2.155 0.015 0.347 0.065 -0.54
O -2.761 -0.741 -2.643 -0.794 -0.230 -0.796 0.04
O -1.126 -0.192 -1.295 -0.423 -0.113 -0.500 -0.11
H -0.235 4.874 -1.667 -0.459 0.099 -0.097 0.04
H -1.865 5.550 -1.721 0.002 -0.003 -0.042 0.08
H -0.876 5.534 -3.190 0.003 -0.018 0.022 0.08
H -2.972 4.042 -4.245 -0.024 0.034 -0.049 0.16
H -3.685 -0.149 -3.859 -0.113 0.135 -0.235 0.09
C -5.144 -3.487 5.017 0.009 0.002 0.014 -0.05
C -4.080 -4.518 4.606 -0.008 0.049 -0.037 -0.56
C -4.660 -5.435 3.515 0.025 0.018 -0.003 -0.05
C -3.753 -5.384 5.823 -0.042 -0.006 0.072 -0.08
C -2.840 -3.794 4.069 -0.018 0.008 -0.085 -0.18
C -1.600 -3.888 4.695 0.055 -0.007 0.042 -0.04
C -0.453 -3.258 4.194 0.065 -0.102 0.191 0.02
C -0.591 -2.525 3.045 0.096 0.100 -0.115 -0.21
O 0.345 -1.816 2.344 0.058 -0.039 -0.060 0.14
B -0.311 -1.233 1.237 -0.661 -0.698 0.640 -0.47
O -1.684 -1.614 1.309 0.098 -0.163 0.171 0.13
C -1.823 -2.403 2.420 0.067 0.180 -0.305 -0.19
C -2.951 -3.021 2.900 -0.157 -0.029 0.040 0.06
H -6.061 -3.993 5.340 0.083 0.049 -0.024 0.08
H -5.394 -2.820 4.188 0.014 -0.062 0.064 0.08
H -4.777 -2.873 5.844 -0.038 -0.019 -0.065 0.09
H -5.494 -6.021 3.916 0.070 0.069 -0.039 0.08
H -3.894 -6.125 3.151 -0.057 0.015 0.019 0.09
H -5.029 -4.864 2.660 0.041 -0.027 0.052 0.08
H -4.665 -5.884 6.163 0.062 0.018 -0.007 0.08
H -3.372 -4.783 6.654 -0.038 -0.082 -0.082 0.08
H -3.014 -6.154 5.581 -0.069 0.070 0.034 0.09
H -1.502 -4.465 5.607 0.027 0.038 -0.108 0.09
H 0.504 -3.347 4.696 -0.063 0.020 -0.053 0.12
H -3.892 -2.897 2.375 0.063 -0.039 0.046 0.13
C 1.190 -3.831 -0.725 0.100 0.051 0.012 -0.04
C 2.321 -4.096 0.280 -0.043 0.063 -0.159 -0.34
C 3.380 -4.980 -0.395 0.024 -0.079 -0.029 -0.06
C 3.032 -2.925 0.956 -0.074 -0.008 -0.022 -0.13
C 3.464 -3.134 2.265 -0.017 -0.069 0.056 -0.05
C 4.253 -2.210 2.926 0.045 0.058 -0.018 -0.07
C 4.684 -1.072 2.259 -0.058 -0.004 0.053 -0.03
C 4.277 -0.819 0.956 -0.071 0.118 -0.058 -0.11
C 4.857 0.376 0.200 0.027 0.010 0.170 -0.35
C 4.636 1.728 0.887 -0.050 -0.092 0.003 -0.05
C 6.353 0.140 -0.040 0.064 -0.049 -0.045 -0.06
C 3.398 -1.728 0.337 0.005 0.118 -0.107 -0.10
N 2.898 -1.391 -0.960 0.056 -0.044 -0.105 0.03
B 1.744 -0.555 -1.293 0.858 -0.434 -0.346 -0.34
N 1.980 -0.315 -2.720 0.075 -0.300 -0.052 0.03
C 3.151 -0.965 -3.137 -0.116 0.157 0.053 -0.07
C 3.694 -1.605 -2.088 -0.066 0.021 0.223 -0.08
C 1.307 0.565 -3.611 0.022 0.188 0.096 -0.11
C 1.431 1.951 -3.397 0.128 -0.123 -0.022 -0.11
C 0.762 2.815 -4.258 0.059 -0.035 -0.157 -0.05
C 0.005 2.329 -5.312 0.007 -0.034 0.017 -0.08
C -0.071 0.960 -5.538 -0.024 0.030 0.010 -0.03
C 0.582 0.058 -4.704 0.000 -0.082 0.002 -0.12
C 0.573 -1.430 -5.039 -0.034 0.181 -0.115 -0.36
C -0.821 -1.991 -5.336 0.054 0.109 -0.001 -0.05
C 1.497 -1.685 -6.241 -0.020 -0.045 0.047 -0.06
C 2.372 2.514 -2.336 -0.155 0.127 -0.102 -0.34
C 3.629 3.074 -3.010 0.054 0.029 0.025 -0.05
C 1.724 3.572 -1.439 0.188 -0.080 -0.072 -0.06
H 0.660 -4.772 -0.913 0.047 0.077 0.031 0.08
H 1.573 -3.466 -1.682 -0.023 -0.028 0.097 0.07
H 0.466 -3.100 -0.367 -0.018 0.007 0.030 0.06
H 1.885 -4.679 1.096 -0.011 0.011 0.047 0.12
H 3.820 -4.453 -1.249 -0.033 -0.060 0.094 0.07
H 2.924 -5.905 -0.767 0.058 0.095 0.015 0.08
H 4.183 -5.242 0.300 -0.055 0.021 -0.057 0.08
H 3.164 -4.048 2.774 0.010 0.085 -0.044 0.11
H 4.542 -2.378 3.958 0.000 -0.007 -0.073 0.10
H 5.327 -0.361 2.768 -0.055 -0.047 -0.046 0.11
H 4.379 0.428 -0.776 -0.088 -0.033 -0.040 0.11
H 5.104 1.763 1.876 -0.015 0.009 -0.093 0.08
H 3.573 1.911 1.028 0.029 0.013 0.013 0.05
H 5.065 2.531 0.272 -0.012 -0.123 0.090 0.07
H 6.902 0.122 0.908 -0.054 -0.001 -0.103 0.08
H 6.769 0.940 -0.662 -0.017 -0.060 0.061 0.07
H 6.525 -0.815 -0.548 0.003 0.090 0.046 0.07
H 3.524 -0.892 -4.147 -0.080 -0.010 0.042 0.11
H 4.607 -2.183 -2.043 -0.107 0.054 0.002 0.12
H 0.843 3.890 -4.110 0.025 -0.120 -0.010 0.11
H -0.526 3.015 -5.966 0.040 -0.050 0.029 0.11
H -0.652 0.589 -6.377 0.045 0.027 0.074 0.11
H 0.969 -1.968 -4.181 0.041 -0.002 0.112 0.12
H -1.221 -1.592 -6.275 0.016 -0.024 0.090 0.07
H -1.518 -1.753 -4.535 -0.050 -0.023 0.047 0.07
H -0.767 -3.079 -5.434 -0.009 0.069 -0.019 0.08
H 1.063 -1.245 -7.144 0.041 -0.019 0.037 0.08
H 1.623 -2.759 -6.409 -0.027 0.080 -0.005 0.08
H 2.484 -1.242 -6.096 -0.030 -0.034 -0.007 0.06
H 2.681 1.697 -1.690 0.041 -0.089 0.063 0.10
H 3.372 3.906 -3.676 0.042 -0.073 0.051 0.08
H 4.129 2.303 -3.603 -0.038 0.067 0.035 0.08
H 4.335 3.442 -2.256 -0.084 -0.045 -0.095 0.07
H 1.414 4.453 -2.015 0.366 -0.226 0.068 0.06
H 2.436 3.901 -0.677 -0.007 -0.024 -0.040 0.08
H 0.840 3.173 -0.936 0.043 0.019 -0.017 0.05
```
Positions in Å, forces in eV/Å.

M = 1026.8 g mol⁻¹
gap between HOMO and LUMO (spin up / spin down) = 0.2731 / 0.2779 Ha
spin multiplicity = 4
highest occupied orbital energy (spin up / spin down) = -5.170 / -5.301 eV
calculated total energy = -4429.8019 hartree
lowest unoccupied orbital energy (spin up / spin down) = 2.26 / 2.26 eV
charge = -1


Values for relative energy (zero: lowest compared OMol25 entry of this formula, charge and spin), kcal/mol, ordered as above
96.66 50.31 75.16 23.79